{
  "formula": "C15H9Cl2F2NO5PbS",
  "method": "ωB97M-V/def2-TZVPD",
  "elements": ["Pb", "O", "C", "C", "C", "N", "C", "C", "C", "O", "O", "C", "O", "O", "H", "H", "H", "Cl", "C", "C", "C", "C", "C", "Cl", "C", "S", "H", "H", "H", "F", "C", "F", "H", "C", "H", "H"],
  "coordinates": [[-0.164348, -0.082057, 1.131350], [2.694781, 5.285093, -1.427604], [2.061327, 4.236810, -0.812658], [0.679714, 4.073826, -0.788864], [0.082851, 2.934705, -0.201606], [0.866745, 2.015470, 0.355656], [2.196187, 2.170864, 0.426819], [2.798418, 3.336152, -0.085505], [3.020922, 1.110802, 1.121793], [4.204448, 1.338614, 1.307840], [2.345014, 0.044222, 1.398514], [-1.393600, 2.710872, -0.126268], [-2.182080, 3.578924, -0.529571], [-1.779605, 1.588809, 0.417112], [2.072242, 5.723249, -2.082683], [0.062722, 4.891249, -1.107235], [3.849108, 3.516000, -0.043137], [0.146067, -3.777034, 0.189668], [-0.745105, -3.767040, -1.300637], [-0.244242, -4.574614, -2.339427], [-0.949542, -4.824191, -3.491557], [-2.245449, -4.343317, -3.556622], [-2.816132, -3.622896, -2.517193], [-4.447063, -3.050502, -2.624352], [-2.032672, -3.226710, -1.370740], [-2.653289, -2.173082, -0.201907], [0.732471, -5.008903, -2.250473], [-0.498727, -5.236124, -4.428336], [-2.830045, -4.488593, -4.463360], [-0.178235, -1.788241, 4.445900], [-0.589910, -0.484615, 4.537181], [-1.941027, -0.461737, 4.671623], [-0.116731, -0.141298, 5.523246], [-0.128960, 0.411779, 3.447302], [0.912920, 0.770173, 3.433508], [-0.789174, 1.313338, 3.342222]],
  "forces_ev_per_a": [[-0.071, -1.182, -0.694], [-1.090, 0.694, -1.090], [-1.134, -0.287, 0.523], [-0.627, -0.212, 0.192], [1.948, 1.101, -0.386], [0.495, -0.095, 0.197], [-0.416, 1.872, -0.398], [0.269, -0.936, -0.325], [-1.518, -2.078, 0.197], [0.830, 0.262, 0.164], [0.948, 1.341, -0.092], [-2.742, -1.420, 0.948], [1.029, 0.077, -0.138], [1.211, 1.606, -0.508], [0.970, -0.908, 1.367], [-0.521, 0.039, -0.464], [0.626, -0.371, 0.312], [0.145, 0.307, -0.042], [0.255, -1.942, -1.191], [0.454, 0.443, 0.730], [0.026, 0.159, -1.161], [-1.207, 0.402, -0.280], [1.509, 0.035, 0.166], [-0.082, -0.176, -0.299], [-1.060, 0.364, -0.076], [-0.344, 0.206, 0.556], [0.461, 0.018, 0.241], [-0.294, 0.048, 1.191], [-0.007, -0.055, 0.153], [-0.235, -0.418, -0.468], [2.042, 1.850, 1.490], [-0.320, -0.301, -0.027], [-0.928, -0.492, -0.718], [-0.720, 1.243, -1.385], [-0.310, -0.484, 0.706], [0.408, -0.708, 0.609]],
  "charge": -2,
  "orbital_gap_ev": 5.2
}